C43H60BBrCsN8O2 | ωB97M-V with the def2-TZVPD basis set

LUMO ... 2.041 eV
Energy relative to the best compared isomer or geometry (same formula, charge and spin) ... 6.9 kcal/mol

ORCA input file:
```
! RIJCOSX wB97M-V def2-TZVPD def2/J DEFGRID3
* xyz -1 1
Cs 0.506 1.373 0.420
C 4.538 2.614 -0.968
C 3.128 2.159 -1.321
C 2.627 2.850 -2.594
C 3.044 0.660 -1.464
C 4.045 -0.319 -1.325
C 3.407 -1.522 -1.573
C 4.056 -2.880 -1.522
C 4.175 -3.554 -2.892
C 3.422 -3.804 -0.479
N 2.108 -1.242 -1.848
N 1.892 0.088 -1.779
B 0.929 -2.209 -2.147
N 0.189 -2.605 -0.834
N 0.144 -1.709 0.175
C -0.337 -2.332 1.238
C -0.620 -3.672 0.919
C -0.291 -3.803 -0.421
C -0.659 -5.013 -1.250
C -2.028 -4.768 -1.903
C 0.320 -5.516 -2.310
C -0.543 -1.579 2.524
C -1.839 -0.768 2.459
C -0.551 -2.508 3.734
N -0.014 -1.565 -3.176
N -0.860 -0.579 -2.804
C -1.399 -0.112 -3.916
C -0.917 -0.818 -5.039
C -0.034 -1.742 -4.520
C 0.846 -2.695 -5.281
C 0.035 -3.517 -6.282
C 1.974 -1.931 -5.982
C -2.328 1.070 -3.913
C -1.857 2.114 -4.929
C -2.435 1.696 -2.528
H 4.567 3.697 -0.838
H 4.880 2.155 -0.038
H 5.242 2.345 -1.761
H 2.475 2.480 -0.501
H 3.335 2.679 -3.410
H 1.661 2.444 -2.900
H 2.532 3.928 -2.441
H 5.087 -0.189 -1.076
H 5.076 -2.673 -1.188
H 3.196 -3.817 -3.295
H 4.667 -2.890 -3.606
H 4.766 -4.471 -2.811
H 2.391 -4.047 -0.733
H 3.988 -4.738 -0.405
H 3.411 -3.327 0.503
H 1.401 -3.201 -2.610
H -1.034 -4.443 1.552
H -0.773 -5.818 -0.517
H -1.953 -3.946 -2.620
H -2.370 -5.660 -2.436
H -2.775 -4.496 -1.157
H 0.359 -4.843 -3.166
H 1.332 -5.634 -1.921
H -0.023 -6.490 -2.670
H 0.291 -0.877 2.644
H -2.696 -1.441 2.372
H -1.969 -0.145 3.349
H -1.851 -0.119 1.584
H -1.395 -3.202 3.682
H 0.367 -3.097 3.789
H -0.650 -1.932 4.657
H -1.162 -0.665 -6.080
H 1.308 -3.378 -4.569
H -0.434 -2.867 -7.025
H 0.677 -4.226 -6.811
H -0.758 -4.076 -5.781
H 1.564 -1.230 -6.713
H 2.557 -1.358 -5.258
H 2.646 -2.619 -6.503
H -3.321 0.726 -4.226
H -0.865 2.481 -4.654
H -1.791 1.695 -5.934
H -2.543 2.965 -4.956
H -1.462 2.099 -2.225
H -3.163 2.511 -2.525
H -2.726 0.947 -1.790
O 2.558 1.578 3.142
C 2.660 2.569 4.080
C 3.642 2.485 5.063
C 3.770 3.467 6.034
C 2.911 4.554 6.026
C 1.941 4.632 5.033
C 1.785 3.662 4.053
C 0.702 3.845 2.973
O 1.000 3.423 1.781
N -0.528 3.110 3.569
N -1.571 2.969 2.776
C -2.746 2.867 3.285
C -3.919 2.624 2.471
Br -3.598 2.125 0.666
C -5.195 2.679 2.872
C -5.686 3.134 4.181
C -6.790 2.494 4.752
C -7.306 2.903 5.971
C -6.735 3.974 6.647
C -5.653 4.634 6.083
C -5.137 4.224 4.862
H 3.292 0.967 3.273
H 4.313 1.630 5.066
H 4.543 3.378 6.788
H 2.999 5.334 6.771
H 1.279 5.492 4.997
H 0.408 4.924 3.027
H -0.751 3.363 4.533
H -2.906 2.921 4.364
H -5.958 2.352 2.175
H -7.240 1.658 4.227
H -8.158 2.385 6.395
H -7.137 4.297 7.599
H -5.211 5.482 6.591
H -4.313 4.769 4.417
*
```

Atom charges from the Löwdin analysis, given in e for atoms 1 to 5: 1.2414, -0.0741, -0.4339, -0.0601, -0.3499

=====

C43H60BaCl3GeN5O5SSi3 | ωB97M-V with the def2-TZVPD basis set

⟨S²⟩ ... 0.762
LUMO (alpha / beta) ... 1.957 / 1.956 eV
Energy relative to the best compared isomer or geometry (same formula, charge and spin) ... 22.0 kcal/mol

ORCA input file:
```
! RIJCOSX wB97M-V def2-TZVPD def2/J DEFGRID3
* xyz -1 2
Ba 1.089 0.405 -0.174
Cl -0.752 3.065 -1.320
C 0.294 4.419 -1.598
C -0.078 5.312 -2.587
C 0.728 6.397 -2.881
C 1.907 6.569 -2.171
C 2.260 5.675 -1.179
Cl 3.750 5.967 -0.338
C 1.475 4.545 -0.834
S 1.940 3.460 0.419
H -1.001 5.145 -3.128
H 0.448 7.098 -3.655
H 2.569 7.396 -2.391
C 6.931 -4.323 -1.916
O 7.365 -3.536 -0.811
C 7.203 -2.178 -1.019
C 8.268 -1.407 -1.443
C 8.116 -0.037 -1.609
C 6.887 0.547 -1.350
C 5.821 -0.219 -0.907
C 5.967 -1.594 -0.728
N 4.940 -2.414 -0.253
C 3.712 -1.864 0.189
N 3.581 -1.961 1.518
C 2.617 -1.556 2.486
C 1.538 -0.718 2.214
C 0.761 -0.404 3.342
C 1.009 -0.899 4.613
C 2.095 -1.735 4.840
C 2.906 -2.053 3.772
O 4.052 -2.825 3.901
C 4.022 -3.864 4.854
N 2.863 -1.335 -0.648
C 3.078 -1.544 -2.032
C 3.347 -2.810 -2.548
C 3.558 -3.001 -3.904
C 3.473 -1.923 -4.766
C 3.132 -0.670 -4.281
C 2.936 -0.472 -2.925
O 2.582 0.720 -2.354
C 2.279 1.810 -3.214
H 6.976 -5.363 -1.597
H 7.590 -4.179 -2.777
H 5.912 -4.069 -2.211
H 9.215 -1.895 -1.636
H 8.954 0.565 -1.934
H 6.752 1.614 -1.477
H 4.870 0.252 -0.690
H 5.255 -3.265 0.185
H 4.373 -2.396 1.968
H -0.089 0.265 3.229
H 0.365 -0.625 5.442
H 2.299 -2.116 5.832
H 3.906 -3.490 5.874
H 4.981 -4.373 4.778
H 3.214 -4.571 4.643
H 3.348 -3.652 -1.870
H 3.773 -3.992 -4.284
H 3.624 -2.056 -5.829
H 2.991 0.144 -4.978
H 1.983 2.633 -2.567
H 1.456 1.566 -3.892
H 3.153 2.121 -3.790
O -0.358 -2.610 -0.294
H 0.608 -2.634 -0.278
H -0.593 -2.218 -1.158
Cl -1.655 0.469 0.795
C -2.977 1.177 4.495
Si -3.712 -0.306 3.583
C -2.713 -1.864 3.963
C -5.501 -0.551 4.178
Ge -3.795 0.117 1.209
Si -4.745 2.218 0.482
C -4.721 2.319 -1.406
C -3.763 3.653 1.216
C -6.538 2.316 1.096
Si -4.414 -1.817 -0.107
C -3.653 -3.378 0.629
C -6.309 -1.896 0.051
C -3.927 -1.677 -1.919
H -2.952 0.996 5.572
H -3.565 2.080 4.315
H -1.956 1.378 4.164
H -2.385 -1.886 5.004
H -1.821 -1.911 3.333
H -3.304 -2.763 3.777
H -5.558 -0.682 5.261
H -5.941 -1.435 3.710
H -6.119 0.309 3.910
H -3.695 2.425 -1.764
H -5.293 3.177 -1.767
H -5.141 1.418 -1.858
H -2.711 3.577 0.932
H -3.815 3.645 2.307
H -4.140 4.616 0.865
H -7.111 1.443 0.773
H -7.045 3.208 0.723
H -6.566 2.346 2.188
H -3.929 -3.505 1.678
H -2.564 -3.317 0.571
H -3.973 -4.269 0.085
H -6.610 -1.904 1.102
H -6.720 -2.790 -0.422
H -6.775 -1.025 -0.419
H -2.857 -1.474 -2.016
H -4.459 -0.870 -2.426
H -4.139 -2.607 -2.451
N -1.803 0.540 -7.617
C -0.946 -0.432 -7.067
O -0.310 -1.165 -7.840
C -0.842 -0.478 -5.638
C -0.054 -1.493 -5.019
C 0.042 -1.561 -3.661
N -0.579 -0.712 -2.786
C -1.346 0.244 -3.380
C -1.502 0.403 -4.727
H -2.002 0.349 -8.585
H -2.619 0.779 -7.076
H 0.471 -2.201 -5.646
H 0.648 -2.340 -3.206
H -1.861 0.918 -2.701
H -2.118 1.219 -5.088
*
```

Atom charges from the Löwdin analysis, given in e for atoms 1 to 5: 1.5407, 0.6526, -0.6821, -0.1327, -0.1109